1.
# C4H8FINO

An isolated ion of composition C4H8FINO and charge +1 (the ωB97M-V functional and the def2-TZVPD basis, the OMol25 dataset).

Summary:
HOMO energy: -13.3753 eV
Energy above the lowest of the compared OMol25 structures with the same formula, charge and spin: 17.8 kJ/mol
Structure (SMILES): C/[NH+]=C\[C@H](O)[C@H](F)I

```
! wB97M-V def2-TZVPD RIJCOSX def2/J DEFGRID3
* xyz 1 1
C -1.136 -0.831 -1.698
N -0.328 0.381 -1.609
C 0.290 0.786 -0.594
C 0.692 0.128 0.734
O -0.445 -0.435 1.309
C 1.399 0.965 1.963
F 0.342 1.749 2.356
I 3.267 2.049 1.706
H -2.208 -0.641 -1.927
H -0.729 -1.565 -2.397
H -1.203 -1.272 -0.698
H -0.493 1.066 -2.358
H 0.630 1.790 -0.506
H 1.411 -0.715 0.605
H -0.312 -0.995 2.109
H 1.484 0.109 2.594
*
```

=====

2.
# C4H8FNO

One molecule with the formula C4H8FNO (the ωB97M-V functional and the def2-TZVPD basis, the OMol25 dataset).

Summary:
HOMO energy: -8.9431 eV
Energy above the lowest of the compared OMol25 structures with the same formula, charge and spin: 299.7 kJ/mol

```
! wB97M-V def2-TZVPD RIJCOSX def2/J DEFGRID3
* xyz 0 1
C -1.346 -0.949 -0.750
C 0.705 -2.308 0.488
C 0.686 0.810 0.867
C 0.901 0.069 -0.443
N 0.104 -1.219 -0.252
O 0.443 0.805 -1.570
F 1.935 -2.039 0.940
H -1.526 -0.806 -1.831
H -1.911 -1.877 -0.391
H 0.868 1.924 0.707
H -0.343 0.550 1.124
H 1.447 0.464 1.575
H 1.890 -0.032 -0.672
H -1.564 -0.051 -0.197
H -0.112 1.514 -1.297
*
```

=====

3.
# C4H8FNO

A 2-piece molecular cluster, C4H8FNO overall (the ωB97M-V functional and the def2-TZVPD basis, the OMol25 dataset).

Summary:
HOMO energy (alpha / beta): -4.9340 / -10.7777 eV
Energy above the lowest of the compared OMol25 structures with the same formula, charge and spin: 218.5 kJ/mol
Expectation value of S²: 2.006

```
! wB97M-V def2-TZVPD RIJCOSX def2/J DEFGRID3
* xyz 0 3
C -0.557 -0.974 -1.550
C -1.898 -0.420 -1.371
C 0.389 -0.957 -0.581
C 1.662 1.762 2.427
N 0.817 2.135 3.208
O -0.309 -1.455 -2.872
F 2.824 1.120 2.797
H -2.158 -0.020 -0.392
H -2.708 -1.251 -1.685
H -2.240 0.338 -2.163
H 1.215 -1.640 -0.752
H 0.228 -0.538 0.368
H 1.600 1.887 1.323
H 0.661 2.009 4.191
H 0.473 -1.998 -2.948
*
```

=====

4.
# C4H8FO3S

A 2-piece molecular cluster, C4H8FO3S overall (the ωB97M-V functional and the def2-TZVPD basis, the OMol25 dataset).

Summary:
HOMO energy: -3.5415 eV
Energy above the lowest of the compared OMol25 structures with the same formula, charge and spin: 296.2 kJ/mol

```
! wB97M-V def2-TZVPD RIJCOSX def2/J DEFGRID3
* xyz -1 1
C -1.759 0.119 -1.120
C 2.202 0.285 -0.367
C -2.929 -0.396 -1.326
C 1.017 -0.569 -0.087
O -0.202 -1.100 2.239
O 2.022 -0.147 2.393
O 0.090 1.323 1.662
F -4.048 0.313 -1.567
S 0.777 -0.256 1.649
H -0.625 -0.280 -0.728
H -1.551 1.182 -1.168
H -0.746 1.044 1.212
H 2.877 -0.214 -1.036
H 1.876 1.277 -0.849
H 2.791 0.618 0.595
H -3.032 -1.500 -1.502
H 1.242 -1.699 0.000
*
```